[1]
A 3-piece molecular cluster, C29H60BrN3O6PS2 overall at a distorted geometry. Source: OMol25; level of theory: ωB97M-V/def2-TZVPD.

Geometry as XYZ:
```
102
Properties=species:S:1:pos:R:3:forces:R:3:mulliken_charge:R:1
C -0.365 -2.011 -0.524 0.32 0.02 -0.38 -0.752
C 0.085 -3.451 -0.804 0.48 0.50 0.07 -0.670
N -0.438 -4.514 0.088 -1.07 0.28 0.15 0.254
C -1.425 -5.377 -0.569 0.15 -0.34 -0.19 -0.361
C -0.766 -6.196 -1.688 -0.24 0.19 0.04 -1.779
C -0.844 -4.051 1.353 0.86 -0.33 0.28 -0.125
S 0.300 -3.835 2.516 -0.32 0.27 -0.33 -0.220
S -2.501 -3.452 1.705 0.07 -0.21 0.08 -0.153
C -3.691 -4.837 1.690 -0.48 -0.54 0.02 -0.186
C -5.145 -4.388 1.388 0.24 0.81 0.75 -0.731
C -5.313 -3.028 0.685 -0.95 -0.95 -0.50 -1.573
P -4.843 -2.938 -1.174 0.91 2.71 0.39 2.088
C -4.287 -2.581 -2.997 -0.13 0.02 0.68 -0.890
O -3.068 -1.822 -2.967 0.30 -0.31 -0.02 -0.292
O -3.370 -0.456 -2.736 -0.06 0.70 -0.39 -0.208
O -4.538 -4.635 -1.293 -0.06 -0.57 -0.35 -0.438
C -5.598 -5.400 -1.760 -0.73 0.08 0.62 -0.771
C -6.740 -4.439 -2.205 0.48 -0.50 0.51 -0.123
Br -6.824 -4.515 -4.240 -0.20 0.10 -0.38 -0.332
O -6.537 -3.218 -1.712 -0.22 -0.98 -0.29 -0.710
H -1.445 -1.914 -0.432 -0.03 -0.09 0.12 0.066
H 0.158 -1.584 0.332 -0.22 -0.07 0.15 0.404
H -0.078 -1.409 -1.392 0.03 -0.05 0.01 0.426
H 1.179 -3.475 -0.774 -0.01 -0.05 0.03 0.172
H -0.200 -3.679 -1.831 -0.14 -0.26 0.13 0.389
H -2.298 -4.821 -0.928 0.05 -0.09 0.00 0.559
H -1.759 -6.095 0.181 0.01 0.11 0.04 0.424
H 0.265 -6.427 -1.420 0.04 0.04 -0.05 0.410
H -0.798 -5.667 -2.641 0.16 -0.04 -0.02 0.311
H -1.291 -7.143 -1.826 -0.09 0.05 -0.02 0.460
H -3.431 -5.644 1.014 0.27 0.30 -0.21 -0.040
H -3.659 -5.261 2.695 0.07 0.01 -0.03 0.637
H -5.661 -4.339 2.357 0.00 0.04 -0.04 0.470
H -5.659 -5.168 0.830 0.15 -0.01 -0.06 0.060
H -6.386 -2.801 0.721 0.08 0.05 0.00 0.548
H -4.831 -2.215 1.230 0.28 -0.01 -0.14 0.528
H -3.500 -2.560 -0.802 0.08 -0.65 -0.06 -0.962
H -5.210 -1.521 -1.092 -0.07 -0.18 0.01 0.013
H -5.044 -1.983 -3.507 -0.03 -0.18 -0.18 0.464
H -4.009 -3.477 -3.555 -0.09 0.07 -0.10 0.285
H -3.311 -0.323 -1.780 -0.07 -0.53 0.14 0.268
H -6.060 -5.991 -0.944 0.21 0.08 0.10 0.201
H -5.319 -6.147 -2.502 0.20 0.31 -0.32 0.436
H -7.701 -4.870 -1.932 -0.20 0.21 -0.25 0.480
C 1.374 4.502 -0.870 0.13 -0.13 -0.12 -1.352
C -0.106 4.579 -0.449 1.35 0.48 0.10 1.946
C -0.350 3.605 0.702 -0.25 -0.33 0.10 -1.603
C -0.260 2.147 0.262 0.04 -0.04 -0.11 -0.041
C -1.189 1.862 -0.919 -0.06 0.11 0.52 -0.805
C -1.084 2.865 -2.075 0.62 -0.70 -1.17 1.787
N -1.020 4.278 -1.589 -1.57 -0.49 1.37 0.504
O -2.214 4.718 -1.324 0.40 0.27 -0.52 -0.632
C 0.143 2.556 -2.953 0.27 0.00 0.13 -1.798
C -2.291 2.666 -2.991 -0.28 0.25 0.04 -1.914
C -0.314 6.019 0.017 -0.42 0.14 0.00 -1.856
H 1.993 5.011 -0.128 -0.12 0.06 0.07 0.507
H 1.762 3.489 -0.924 -0.05 0.02 -0.02 -0.338
H 1.542 4.991 -1.831 -0.07 -0.01 -0.01 0.396
H -1.339 3.790 1.136 -0.04 0.07 -0.13 0.386
H 0.377 3.796 1.496 0.06 0.08 -0.07 0.266
H 0.771 1.885 0.008 0.02 0.05 0.02 0.006
H -0.533 1.500 1.097 0.01 -0.03 -0.02 0.542
H -0.998 0.858 -1.305 -0.03 0.05 -0.11 -0.118
H -2.219 1.856 -0.548 -0.02 0.13 -0.06 0.446
H 0.274 3.328 -3.714 -0.02 0.03 0.03 0.354
H 0.002 1.605 -3.465 -0.15 0.00 0.03 0.480
H 1.074 2.466 -2.397 -0.05 0.03 0.00 0.325
H -3.233 2.710 -2.447 0.04 0.12 0.02 0.380
H -2.233 1.679 -3.447 0.06 -0.04 0.07 0.463
H -2.323 3.410 -3.789 0.06 0.05 0.06 0.456
H -0.031 6.725 -0.767 -0.02 -0.02 -0.02 0.419
H 0.313 6.210 0.889 0.11 -0.09 -0.04 0.385
H -1.343 6.223 0.304 0.00 -0.10 -0.09 0.422
C 6.929 1.761 0.960 0.07 -0.05 0.16 -1.897
C 5.604 2.550 0.974 1.20 -0.49 -0.71 1.844
C 5.845 3.951 1.534 -0.15 0.21 0.33 -1.174
C 6.161 3.938 3.028 0.00 -0.10 0.02 -0.515
C 5.081 3.196 3.817 0.02 0.46 -0.26 -1.263
C 4.704 1.821 3.253 0.47 -1.10 0.96 1.772
N 4.555 1.847 1.768 -1.05 1.88 0.24 0.186
O 3.384 2.310 1.454 0.10 -0.61 -0.21 -0.342
C 5.743 0.759 3.662 0.26 0.05 -0.09 -1.691
C 3.391 1.371 3.896 -0.27 0.10 -0.21 -1.930
C 5.175 2.628 -0.490 -0.43 0.10 -0.07 -1.534
H 7.556 2.117 0.142 -0.11 0.05 -0.07 0.453
H 7.524 1.880 1.862 -0.06 -0.03 0.02 0.345
H 6.750 0.697 0.802 -0.04 0.01 0.01 0.374
H 4.960 4.571 1.361 -0.07 -0.12 -0.03 0.216
H 6.664 4.422 0.985 0.01 -0.09 -0.07 0.394
H 7.142 3.492 3.214 -0.01 -0.04 -0.05 0.327
H 6.228 4.966 3.392 0.01 -0.01 0.02 0.404
H 5.398 3.077 4.855 -0.05 -0.10 0.01 0.369
H 4.185 3.826 3.840 -0.06 -0.09 -0.09 0.354
H 5.529 -0.194 3.175 -0.02 0.02 -0.03 0.380
H 5.706 0.595 4.739 -0.13 0.06 0.00 0.458
H 6.770 1.034 3.433 -0.04 0.01 -0.03 0.300
H 2.606 2.118 3.793 0.02 -0.04 -0.12 0.288
H 3.549 1.206 4.962 0.12 0.00 0.00 0.447
H 3.035 0.438 3.457 0.02 0.01 -0.02 0.497
H 5.106 1.630 -0.928 -0.02 -0.01 0.03 0.470
H 5.915 3.196 -1.054 0.12 -0.04 0.08 0.455
H 4.215 3.124 -0.622 0.00 -0.05 0.12 -0.029
```
Forces are in eV/Å.

Values from the calculation:
- Lowest unoccupied orbital energy (alpha / beta): 1.905 / 1.558 eV
- Total energy: -148796.801 eV
- Maximum force: 2.89 eV/A
- HOMO-LUMO gap (alpha / beta): 0.2404 / 0.2277 Eh
- Spin multiplicity: 3
- ⟨S²⟩: 2.008
- Net charge: -1

[2]
An isolated molecule of C6H16N2 at a distorted geometry. Source: OMol25; level of theory: ωB97M-V/def2-TZVPD.

Geometry as XYZ:
```
24
Properties=species:S:1:pos:R:3:forces:R:3:mulliken_charge:R:1
C 0.371 2.747 -0.367 -0.61 -0.76 -0.53 -1.346
C -0.446 1.498 0.052 -0.82 1.05 -0.69 -0.024
C -0.669 0.579 -1.156 1.58 -1.74 1.25 -1.299
C -0.857 -0.976 -0.825 -0.82 2.44 0.78 0.289
N -2.307 -1.179 -0.738 -0.28 -0.54 0.03 -0.701
C -0.117 -1.389 0.470 0.09 -1.11 -1.82 -0.945
N 1.308 -1.186 0.280 0.07 -0.18 0.17 -0.308
C 2.093 -1.196 1.496 -0.55 -1.07 0.31 -0.938
H 1.389 2.424 -0.568 0.35 0.30 0.28 0.322
H 0.291 3.565 0.340 0.35 -0.01 0.27 0.379
H 0.005 3.129 -1.328 -0.12 -0.07 0.14 0.319
H 0.022 1.004 0.901 -0.03 0.04 -0.03 0.206
H -1.446 1.845 0.325 0.09 -0.04 0.56 0.285
H 0.278 0.623 -1.725 -0.71 0.29 -0.54 0.399
H -1.593 0.806 -1.665 0.29 0.51 -0.68 0.464
H -0.509 -1.445 -1.739 0.23 -0.67 0.28 0.485
H -2.592 -2.095 -1.053 0.09 -0.12 -0.02 0.247
H -2.675 -1.081 0.202 0.21 0.14 0.01 0.216
H -0.540 -0.936 1.370 -0.07 0.40 -0.04 0.336
H -0.338 -2.465 0.540 0.29 0.01 0.37 0.414
H 1.497 -0.422 -0.342 0.09 0.35 0.11 0.252
H 1.901 -2.180 1.943 0.11 0.07 0.14 0.312
H 3.169 -1.190 1.321 -0.14 0.46 -0.12 0.341
H 1.766 -0.479 2.267 0.29 0.27 -0.24 0.296
```
Forces are in eV/Å.

Values from the calculation:
- Lowest unoccupied orbital energy: 1.111 eV
- Total energy: -9460.924 eV
- Maximum force: 2.69 eV/A
- HOMO-LUMO gap: 0.3612 Eh
- SMILES: CCC[C@H](N)CNC
- Net charge: 0

> Look up the net charge of the first one.

-1